Entry from OMol25: 11 unconnected molecules or ions with the total composition C40H112N10O11 in a non-equilibrium geometry (ωB97M-V/def2-TZVPD).

Output
**Structure (SMILES)**: COC[C@H](C)N.COC[C@H](C)N.COC[C@H](C)N.COC[C@H](C)N.COC[C@H](C)N.COC[C@H](C)N.COC[C@H](C)N.COC[C@H](C)N.COC[C@H](C)N.COC[C@H](C)N.O
**M**: 909.395 g mol⁻¹
**ΔE to the lowest compared entry with this formula, charge and spin**: 225.4 kJ/mol
**Highest occupied orbital energy**: -8.4 eV
**Total energy**: -80712.39902 eV

Last column: Mulliken charge in e.
CARTESIAN COORDINATES (ANGSTROEM)
C 2.429 -1.272 5.572  -0.443
C 3.305 -2.504 5.523  0.078
C 3.547 -3.118 4.174  -0.300
O 2.234 -3.435 3.699  -0.150
C 2.382 -4.223 2.554  -0.743
N 4.642 -2.486 6.192  -0.700
H 1.391 -1.506 5.319  0.051
H 2.688 -0.493 4.789  -0.091
H 2.586 -0.874 6.579  0.375
H 2.851 -3.308 6.061  0.630
H 4.156 -4.069 4.240  0.403
H 3.936 -2.395 3.480  -0.176
H 2.987 -5.147 2.754  0.308
H 2.872 -3.623 1.749  0.245
H 1.401 -4.552 2.351  0.205
H 5.173 -1.701 5.861  0.199
H 4.527 -2.308 7.174  0.290
C -0.846 -5.215 -3.938  -1.447
C -0.954 -3.674 -3.786  0.989
C -0.016 -2.901 -4.804  -0.757
O -0.198 -1.533 -4.540  0.404
C 0.569 -0.782 -5.510  -0.322
N -2.401 -3.370 -3.905  -0.380
H 0.119 -5.623 -4.170  0.369
H -1.497 -5.498 -4.774  0.359
H -1.368 -5.656 -3.081  0.363
H -0.635 -3.386 -2.756  -0.580
H -0.278 -3.121 -5.900  0.255
H 1.070 -3.104 -4.697  0.218
H 0.016 -0.845 -6.490  0.304
H 1.535 -1.307 -5.454  0.474
H 0.657 0.249 -5.165  -0.447
H -2.742 -3.844 -4.760  0.318
H -2.544 -2.381 -4.060  -0.005
C -3.771 0.098 -3.069  -1.052
C -3.488 0.611 -4.546  0.189
C -2.689 1.929 -4.539  0.252
O -2.303 2.180 -5.918  -0.216
C -2.780 3.357 -6.487  -0.763
N -2.791 -0.376 -5.329  -0.398
H -4.397 -0.815 -3.154  0.312
H -4.206 0.783 -2.301  0.534
H -2.802 -0.199 -2.615  -0.177
H -4.479 0.827 -4.960  0.416
H -1.822 1.892 -3.859  -0.838
H -3.363 2.760 -4.149  0.626
H -2.665 4.188 -5.795  0.262
H -3.828 3.250 -6.799  0.338
H -2.280 3.488 -7.486  0.181
H -1.876 -0.577 -4.958  -0.315
H -2.737 -0.072 -6.297  0.422
C -4.508 -0.866 4.858  -1.519
C -3.217 -0.780 4.012  0.812
C -2.673 -2.223 3.982  -0.374
O -2.599 -2.734 5.303  -0.494
C -2.531 -4.182 5.335  -0.756
N -3.433 -0.313 2.614  -0.305
H -4.941 0.121 5.082  0.433
H -4.204 -1.422 5.815  0.308
H -5.297 -1.509 4.440  0.295
H -2.452 -0.149 4.523  0.035
H -1.699 -2.282 3.507  0.202
H -3.393 -2.768 3.389  0.240
H -2.396 -4.481 6.399  0.284
H -1.771 -4.644 4.644  0.213
H -3.509 -4.496 5.087  0.367
H -4.052 0.453 2.662  0.300
H -2.591 0.024 2.191  -0.060
C -2.087 2.926 3.568  -1.730
C -1.295 4.064 4.097  0.763
C -0.434 3.650 5.246  -0.286
O -1.230 3.421 6.360  -0.318
C -1.168 4.488 7.262  -0.651
N -0.325 4.603 3.069  -0.327
H -2.754 3.222 2.766  0.401
H -2.656 2.554 4.413  0.483
H -1.383 2.132 3.198  0.289
H -1.969 4.902 4.314  0.374
H 0.428 4.359 5.402  0.476
H -0.001 2.681 5.004  -0.322
H -1.845 4.249 8.141  0.231
H -1.613 5.418 6.799  0.259
H -0.134 4.605 7.566  0.291
H -0.721 4.502 2.166  0.030
H -0.318 5.624 3.215  0.262
C 4.576 1.756 -2.000  -0.947
C 4.720 0.816 -3.198  0.785
C 3.462 0.244 -3.911  -0.721
O 2.786 -0.657 -3.063  0.265
C 3.416 -1.958 -3.090  -1.119
N 5.440 1.505 -4.268  -0.726
H 4.032 2.643 -2.354  0.143
H 5.600 1.985 -1.768  0.593
H 4.029 1.212 -1.190  -0.153
H 5.337 -0.024 -2.817  0.234
H 3.783 -0.203 -4.833  0.688
H 2.765 1.071 -4.195  -0.351
H 4.504 -1.905 -3.335  0.445
H 2.948 -2.556 -3.835  0.269
H 3.278 -2.399 -2.116  0.217
H 6.256 1.888 -3.855  0.259
H 5.731 0.813 -4.956  0.233
C -6.138 -2.811 0.023  -1.506
C -4.701 -2.930 -0.563  0.558
C -3.669 -3.757 0.274  0.850
O -4.159 -5.082 0.453  -0.443
C -3.483 -5.966 1.359  -0.519
N -4.792 -3.309 -1.964  -0.489
H -6.123 -2.532 1.110  0.206
H -6.604 -3.822 -0.087  0.331
H -6.665 -2.012 -0.459  0.418
H -4.284 -1.930 -0.506  0.124
H -3.576 -3.331 1.294  -0.642
H -2.699 -3.657 -0.185  0.270
H -3.687 -5.644 2.415  0.156
H -2.355 -5.911 1.144  0.207
H -3.877 -6.991 1.176  0.261
H -3.836 -3.383 -2.331  0.010
H -5.193 -4.246 -1.960  0.406
C 5.903 1.064 3.638  -1.446
C 4.915 0.280 2.721  2.269
C 4.043 1.309 1.912  -0.437
O 3.028 1.797 2.741  0.030
C 2.600 3.080 2.381  -0.590
N 5.562 -0.672 1.770  -0.698
H 6.802 1.486 3.117  0.345
H 6.301 0.474 4.526  0.328
H 5.257 1.838 4.018  0.307
H 4.361 -0.437 3.348  -1.617
H 3.671 0.883 0.994  -0.309
H 4.776 2.096 1.538  0.479
H 2.111 3.515 3.282  -0.013
H 1.919 3.086 1.535  0.015
H 3.450 3.689 2.145  0.617
H 6.038 -1.368 2.327  0.285
H 6.435 -0.257 1.372  0.289
C -0.081 5.789 -3.416  -1.453
C 0.292 4.295 -3.065  0.452
C 0.981 3.608 -4.204  0.004
O 0.284 3.837 -5.396  -0.210
C 0.916 3.467 -6.570  -0.820
N 0.864 4.183 -1.703  -0.316
H -0.481 5.897 -4.420  0.331
H 0.839 6.412 -3.358  0.386
H -0.669 6.268 -2.578  0.306
H -0.666 3.819 -2.994  -0.081
H 0.879 2.498 -4.000  -0.755
H 1.968 3.948 -4.353  0.989
H 0.401 3.862 -7.428  0.256
H 1.017 2.407 -6.603  0.176
H 1.925 3.956 -6.500  0.396
H 1.064 3.210 -1.463  -0.027
H 1.644 4.768 -1.372  0.227
C -0.407 -1.400 -1.019  -0.043
C -0.347 0.099 -0.628  0.216
C 0.412 0.171 0.645  -0.856
O -0.452 -0.108 1.760  0.730
C 0.295 -0.145 3.006  -0.762
N 0.295 0.902 -1.658  1.533
H -0.726 -1.999 -0.148  0.222
H 0.599 -1.729 -1.349  0.112
H -1.040 -1.548 -1.884  -0.477
H -1.376 0.400 -0.353  0.247
H 0.783 1.188 0.737  -0.556
H 1.292 -0.480 0.702  0.246
H 0.495 0.880 3.363  -0.173
H 1.235 -0.626 2.935  0.657
H -0.403 -0.677 3.636  -0.190
H 1.248 0.568 -1.813  -0.513
H -0.208 0.845 -2.522  -0.654
O -1.101 4.149 0.229  -0.611
H -0.470 4.260 -0.513  0.337
H -1.842 4.777 0.074  0.228